C39H37InN7O4P2 | ωB97M-V with the def2-TZVPD basis set

Properties
- Net charge: +1
- ΔE to the lowest compared entry with this formula, charge and spin: 226.5 kJ/mol

Positions of all 90 atoms, in Å:
In: 11.498 11.222 12.637
O: 13.134 15.823 9.889
C: 12.550 15.715 8.695
C: 13.018 16.438 7.602
C: 12.652 16.110 6.311
C: 11.513 15.278 6.160
C: 10.944 14.679 7.262
C: 11.569 14.759 8.500
C: 11.306 13.849 9.611
O: 11.553 14.220 10.837
N: 10.941 12.630 9.256
N: 10.962 11.663 10.234
C: 10.638 10.490 9.753
C: 10.128 9.415 10.592
C: 9.458 8.416 9.877
C: 8.792 7.448 10.609
C: 8.802 7.486 12.052
C: 9.556 8.511 12.637
N: 10.132 9.482 11.922
H: 12.432 15.194 10.525
H: 13.714 17.207 7.788
H: 13.185 16.454 5.426
H: 11.065 15.023 5.193
H: 10.027 14.050 7.142
H: 10.628 10.316 8.704
H: 9.507 8.480 8.775
H: 8.300 6.648 10.064
H: 8.337 6.680 12.652
H: 9.765 8.608 13.668
O: 12.542 8.773 16.007
C: 12.435 9.396 14.949
O: 11.573 10.407 14.788
C: 13.216 8.967 13.715
C: 13.935 7.763 13.796
C: 14.743 7.385 12.756
C: 14.797 8.231 11.611
C: 13.957 9.327 11.496
N: 13.204 9.669 12.555
H: 13.661 7.120 14.649
H: 15.268 6.415 12.744
H: 15.553 8.041 10.786
H: 13.968 9.983 10.592
C: 9.540 14.324 13.121
P: 9.602 12.663 13.861
C: 8.193 11.881 13.005
C: 8.876 12.841 15.563
C: 7.625 12.254 16.000
C: 7.223 12.332 17.325
C: 8.023 12.957 18.281
C: 9.203 13.546 17.864
C: 9.656 13.477 16.536
P: 11.325 14.155 16.113
C: 11.489 15.479 17.409
C: 12.191 12.736 16.884
H: 10.325 14.945 13.555
H: 8.569 14.821 13.249
H: 9.752 14.277 12.051
H: 7.336 12.580 12.938
H: 7.791 11.002 13.536
H: 8.496 11.621 12.012
H: 6.934 11.853 15.262
H: 6.281 11.891 17.604
H: 7.722 12.988 19.318
H: 9.892 13.967 18.558
H: 10.554 16.158 17.403
H: 12.364 16.111 17.120
H: 11.626 15.031 18.426
H: 11.944 12.574 17.924
H: 13.298 12.971 16.869
H: 11.969 11.778 16.345
N: 19.321 19.025 9.962
C: 18.742 18.124 10.389
C: 17.987 17.030 10.871
C: 18.568 15.795 11.170
C: 17.808 14.719 11.706
C: 16.453 14.916 11.953
C: 15.919 16.224 11.779
C: 16.635 17.256 11.234
N: 15.670 13.865 12.387
C: 16.003 12.935 13.423
C: 14.905 12.202 13.709
N: 13.859 12.606 12.769
C: 14.345 13.576 12.044
H: 19.640 15.638 11.111
H: 18.339 13.808 11.938
H: 14.852 16.387 11.995
H: 16.097 18.155 10.825
H: 16.996 12.746 13.774
H: 14.660 11.456 14.433
H: 13.814 14.136 11.236

Cartesian forces, eV/Å:
In 0.7 0.6 1.1
O -1.0 -0.4 1.3
C 0.6 0.0 0.0
C 0.2 -0.3 -0.7
C -1.2 -0.6 0.2
C 0.0 -0.1 -0.5
C -0.7 -1.1 -0.6
C -0.9 0.1 0.3
C 0.3 0.1 1.4
O 0.0 -0.7 -1.3
N 0.5 -1.2 0.5
N -1.0 -0.6 -0.4
C 0.6 1.2 1.6
C -0.5 0.1 -1.0
C 0.2 -0.1 0.4
C -0.1 -0.1 1.1
C 0.7 0.1 -1.2
C -0.6 -0.6 -1.0
N 0.8 0.2 -0.4
H 1.1 1.3 -0.7
H 1.0 0.6 0.2
H -0.2 0.3 0.4
H 0.4 0.4 0.2
H 1.1 0.5 0.1
H -0.3 0.2 -0.8
H -0.3 -0.4 0.8
H -0.1 0.1 0.3
H 0.3 0.8 -0.5
H -0.3 -0.2 1.2
O 0.4 0.7 -1.8
C -2.2 0.7 1.4
O 1.6 -1.2 -1.6
C 0.9 -0.7 -1.1
C -1.2 -0.1 0.7
C 0.2 0.2 -1.5
C 1.3 -0.6 -0.6
C 0.7 0.0 0.4
N -1.1 0.5 0.9
H 0.8 0.5 -0.3
H -0.2 0.8 0.1
H -1.3 0.0 1.1
H -0.2 -0.6 1.0
C 0.1 0.5 -0.1
P -1.5 0.6 -0.4
C -1.1 0.1 0.6
C -0.2 -0.7 1.1
C 1.1 0.8 -1.0
C 0.2 0.1 -0.3
C 0.2 0.1 -0.5
C 0.0 -0.6 -0.6
C -0.4 0.2 -0.1
P -0.5 -0.4 0.5
C -0.6 0.8 0.0
C 1.6 -0.3 -0.3
H -0.1 -0.1 0.0
H 0.2 -0.3 0.2
H 0.0 -0.2 0.1
H 0.5 -0.1 0.0
H 0.5 0.1 -0.3
H 0.0 -0.3 -0.7
H 0.2 -0.2 0.2
H -0.2 0.0 0.1
H 0.0 0.0 0.0
H 0.0 0.4 0.7
H 1.5 -1.1 0.0
H -0.6 -0.5 0.5
H 0.0 0.6 -0.8
H -0.3 0.2 0.3
H -1.0 -0.5 -0.2
H 0.3 1.0 0.3
N -0.2 -0.4 0.3
C 0.8 0.9 -0.8
C -0.9 -0.7 1.3
C -0.4 -0.6 0.9
C 0.4 1.6 -0.6
C 1.4 2.0 -0.7
C -1.3 -1.2 0.1
C 0.1 0.2 -1.7
N -2.1 -2.7 1.6
C -0.6 0.3 -0.8
C -1.7 1.3 -2.5
N 0.2 -0.7 1.2
C 1.0 0.9 -0.1
H -0.1 0.2 -0.4
H -0.2 -0.2 -0.1
H 0.6 -0.2 -0.1
H 0.8 -0.8 1.0
H 0.3 0.6 0.2
H 0.3 -0.3 0.2
H 0.7 -0.7 1.0

Atom charges from the Mulliken analysis, given in e for atoms 1 to 5:
1 In 1.6316
2 O -0.6299
3 C 0.2304
4 C -0.8194
5 C -0.6335

C7H28N14O7Tl | ωB97M-V with the def2-TZVPD basis set

Properties
- Net charge: +3
- ΔE to the lowest compared entry with this formula, charge and spin: 38.8 kJ/mol

Positions of all 57 atoms, in Å:
Tl: -1.353 18.481 7.267
C: -2.482 16.129 10.364
O: -2.295 17.130 9.645
N: -1.972 14.924 9.974
N: -3.292 16.112 11.428
H: -2.222 14.052 10.406
H: -1.398 14.939 9.152
H: -3.517 15.291 11.963
H: -3.700 16.984 11.722
C: 2.226 17.756 5.955
O: 1.058 18.190 6.022
N: 3.164 18.318 5.169
N: 2.669 16.716 6.697
H: 2.944 19.165 4.674
H: 4.128 18.041 5.084
H: 2.190 16.321 7.486
H: 3.642 16.458 6.654
C: 0.676 21.918 7.259
O: 0.226 20.809 7.566
N: 1.866 22.097 6.605
N: -0.017 23.076 7.470
H: 1.967 22.998 6.173
H: 2.357 21.286 6.286
H: -1.003 23.106 7.651
H: 0.439 23.898 7.110
C: -0.900 19.975 3.723
O: -0.862 19.988 4.984
N: -1.860 20.670 3.091
N: -0.053 19.258 2.979
H: -2.458 21.299 3.597
H: -2.026 20.523 2.109
H: -0.103 19.112 1.986
H: 0.771 18.912 3.442
C: -0.956 20.043 10.972
O: -1.160 19.701 9.799
N: 0.290 20.313 11.446
N: -1.957 20.259 11.870
H: 1.096 20.295 10.851
H: 0.349 20.445 12.441
H: -1.779 20.805 12.694
H: -2.879 20.118 11.497
C: -2.915 17.171 4.084
O: -1.956 17.504 4.827
N: -2.737 16.854 2.791
N: -4.157 17.020 4.563
H: -1.787 16.933 2.473
H: -3.484 16.447 2.258
H: -4.964 16.839 3.991
H: -4.306 17.167 5.555
C: -5.085 16.730 7.736
O: -3.991 17.216 7.343
N: -5.111 15.599 8.462
N: -6.251 17.280 7.363
H: -6.012 15.283 8.783
H: -4.287 15.199 8.873
H: -6.146 18.108 6.804
H: -7.117 16.786 7.495

Cartesian forces, eV/Å:
Tl 0.6 0.4 -0.7
C 0.0 -1.4 -1.2
O 0.3 0.7 0.3
N -0.2 0.5 0.1
N -0.2 0.8 0.2
H 0.2 0.0 0.1
H 0.0 -0.3 0.0
H 0.2 -0.1 0.0
H 0.0 0.0 0.0
C 0.8 -0.9 1.4
O -0.7 0.4 -0.2
N -0.4 0.9 -0.7
N 0.4 -0.2 -0.1
H -0.2 -0.1 0.0
H -0.1 -0.4 0.3
H -0.5 0.2 -0.2
H 0.0 0.0 -0.1
C -0.9 0.8 -1.3
O 0.0 -1.2 0.5
N -1.0 0.0 0.9
N 1.1 -0.4 -0.3
H 0.7 -0.2 -0.2
H 0.1 0.1 0.0
H 0.0 -0.2 0.2
H -0.5 0.4 0.3
C -1.2 -0.2 0.4
O 0.3 0.5 0.5
N 0.1 -0.3 -0.3
N 0.8 -0.4 0.1
H -0.1 -0.2 0.1
H 0.1 0.4 -0.1
H -0.1 0.5 -0.1
H -0.2 -0.3 0.1
C 1.0 0.4 0.5
O -0.7 -0.1 -1.0
N -1.0 -0.3 0.2
N 0.3 -0.6 -1.0
H 0.0 -0.1 0.0
H 0.7 0.1 -0.1
H -0.4 0.1 0.0
H -0.2 0.2 0.4
C -1.6 -1.1 0.4
O 0.8 0.5 0.7
N 0.9 0.8 0.6
N -0.2 0.4 0.3
H -0.1 -0.3 -0.5
H 0.2 0.0 -0.3
H 0.2 -0.1 -0.2
H 0.3 0.0 0.1
C 1.2 -0.4 0.1
O 0.1 0.5 -0.2
N -1.0 0.2 0.0
N 0.5 -0.2 0.1
H 0.2 -0.3 0.2
H 0.2 0.1 -0.2
H -0.6 0.1 0.0
H -0.2 0.4 -0.1

Atom charges from the natural (NBO) analysis, given in e for atoms 1 to 5:
1 Tl 1.6381
2 C 0.7745
3 O -0.6511
4 N -0.8264
5 N -0.8013

C3H5O3 | ωB97M-V with the def2-TZVPD basis set

Properties
- Net charge: -1
- ΔE to the lowest compared entry with this formula, charge and spin: 129.8 kJ/mol

Positions of all 11 atoms, in Å:
O: -1.072 2.607 -0.892
C: -0.378 1.839 -0.127
C: -0.883 0.498 0.256
H: 0.410 2.154 0.626
H: -1.881 0.574 0.035
H: -0.747 0.273 1.332
H: -0.491 -0.337 -0.330
O: 1.761 -0.682 -0.385
C: 1.262 -1.932 -0.291
O: 0.058 -2.380 -0.524
H: 1.960 -2.614 0.300

Cartesian forces, eV/Å:
O 3.5 -2.5 2.6
C -3.0 2.2 -0.3
C 1.5 -0.3 0.2
H 0.0 0.6 -1.6
H -2.8 -0.2 -0.4
H 0.3 0.2 -0.6
H 0.3 0.1 0.1
O -1.9 -4.5 -0.3
C -1.1 2.9 0.9
O 3.7 1.4 0.1
H -0.4 0.1 -0.8

Atom charges from the natural (NBO) analysis, given in e for atoms 1 to 5:
1 O -0.5999
2 C 0.4660
3 C -0.7479
4 H 0.1108
5 H 0.2067

For each record above, in turn, the calculated HOMO values are -9.898; -17.356; -4.366 eV.
For each record above, in turn, the calculated Kohn-Sham gap values are 6.04; 3.81; 8.44 eV.